(1)
Formula: C5H14N2O
Source: the OMol25 dataset
Level of theory: ωB97M-V/def2-TZVPD

Geometry (Å):
N 0.751 -2.411 -1.698
C 0.498 -1.637 -0.488
C -0.732 -0.757 -0.504
C -0.743 0.579 -1.330
C -0.938 1.619 -0.258
C -0.612 1.036 1.138
N -1.017 -0.379 0.919
H 0.245 -2.181 -2.556
H 0.750 -3.432 -1.558
H 1.382 -1.007 -0.240
H 0.299 -2.391 0.294
H -1.614 -1.421 -0.724
H -1.547 0.661 -2.074
H 0.101 0.550 -2.047
H -0.357 2.470 -0.577
H -1.914 2.043 -0.243
H -1.084 1.592 1.957
H 0.496 0.860 1.139
H -2.043 -0.392 1.026
O 2.163 1.782 1.959
H 1.779 0.980 1.569
H 2.987 1.586 2.408

2S+1: 1
E_LUMO in eV: 0.927
Energy above the lowest of the compared OMol25 structures with the same formula, charge and spin in eV: 2.847
Net charge: 0
Kohn-Sham gap in Ha: 0.3549
SMILES: NC[C@@H]1CCCN1.O

---

(2)
Formula: C36H91NO10
Source: the OMol25 dataset
Level of theory: ωB97M-V/def2-TZVPD

Geometry (Å):
C 1.535 0.748 5.320
C 0.429 -0.185 4.866
C 0.888 -1.440 4.113
C -0.329 -0.619 6.138
C -1.731 -1.209 5.844
C -2.566 -0.150 5.148
C -1.946 0.344 3.839
C -2.227 -0.628 2.680
C -2.619 1.701 3.544
N -0.528 0.602 4.043
O 0.155 1.074 2.895
H 2.203 0.326 6.078
H 2.262 0.850 4.503
H 1.228 1.741 5.640
H 1.327 -1.177 3.154
H 1.641 -1.891 4.767
H 0.052 -2.123 3.986
H 0.234 -1.430 6.600
H -0.560 0.268 6.729
H -1.715 -2.066 5.162
H -2.146 -1.601 6.773
H -2.828 0.654 5.839
H -3.515 -0.648 4.917
H -1.605 -0.451 1.800
H -3.249 -0.548 2.301
H -2.054 -1.668 2.966
H -2.209 2.254 2.695
H -2.590 2.363 4.409
H -3.660 1.528 3.254
H 0.134 2.037 2.977
C -0.497 0.872 -0.789
C 0.394 -0.368 -0.886
C 1.777 0.029 -1.415
O 0.598 -0.935 0.419
H -1.348 0.698 -0.135
H -0.846 0.981 -1.818
H 0.088 1.742 -0.497
H 0.010 -1.056 -1.642
H 2.539 -0.615 -0.971
H 2.107 1.051 -1.206
H 1.933 -0.112 -2.490
H 0.219 -0.327 1.063
C 3.930 -2.087 1.988
C 4.499 -3.369 1.340
C 5.372 -2.924 0.137
O 5.335 -4.045 2.298
H 4.748 -1.526 2.441
H 3.171 -2.337 2.728
H 3.387 -1.535 1.219
H 3.591 -3.944 1.148
H 5.733 -1.922 0.353
H 4.794 -2.934 -0.791
H 6.154 -3.653 -0.089
H 6.219 -3.778 2.027
C -2.276 -5.078 1.122
C -1.018 -4.277 0.971
C 0.195 -5.148 0.732
O -1.150 -3.363 -0.136
H -2.703 -5.359 0.158
H -3.035 -4.537 1.691
H -2.056 -5.968 1.714
H -0.931 -3.621 1.847
H 1.156 -4.624 0.694
H 0.116 -5.727 -0.186
H 0.377 -5.772 1.616
H -0.470 -2.683 -0.042
C 2.586 4.473 2.848
C 1.155 4.752 2.429
C 1.146 6.048 1.616
O 0.698 3.673 1.583
H 2.989 5.369 3.340
H 3.301 4.416 2.024
H 2.628 3.660 3.570
H 0.571 4.751 3.346
H 1.348 6.852 2.331
H 0.286 6.277 0.992
H 2.005 6.097 0.938
H 1.300 3.627 0.834
C -4.666 -2.551 -2.865
C -3.901 -1.440 -2.158
C -4.432 -1.086 -0.797
O -2.494 -1.683 -2.078
H -4.658 -3.407 -2.181
H -4.166 -2.859 -3.782
H -5.687 -2.235 -3.073
H -3.990 -0.579 -2.828
H -3.972 -0.169 -0.421
H -4.391 -1.852 -0.024
H -5.463 -0.743 -0.958
H -2.322 -2.409 -1.459
C -0.853 2.827 -4.270
C -1.838 1.680 -4.610
C -1.079 0.403 -4.919
O -2.701 1.487 -3.493
H -1.392 3.535 -3.638
H -0.453 3.326 -5.151
H -0.017 2.477 -3.658
H -2.425 2.090 -5.436
H -1.629 -0.434 -5.357
H -0.527 -0.019 -4.075
H -0.319 0.604 -5.682
H -2.695 0.550 -3.271
C -4.862 4.712 -0.694
C -3.821 3.625 -0.946
C -3.324 3.054 0.380
O -4.456 2.591 -1.692
H -5.710 4.360 -0.114
H -5.146 5.177 -1.637
H -4.290 5.448 -0.115
H -2.966 4.017 -1.508
H -3.957 2.275 0.803
H -3.077 3.832 1.107
H -2.355 2.559 0.254
H -3.877 2.279 -2.415
C 5.074 2.473 -2.236
C 4.835 3.407 -3.424
C 3.361 3.520 -3.766
O 5.415 4.720 -3.136
H 5.938 2.869 -1.708
H 5.255 1.458 -2.590
H 4.135 2.497 -1.683
H 5.489 3.192 -4.280
H 2.756 3.896 -2.937
H 2.899 2.632 -4.194
H 3.284 4.272 -4.564
H 4.669 5.331 -3.069
C 1.805 -5.417 -4.625
C 0.968 -4.168 -4.867
C 0.476 -3.665 -3.505
O 1.885 -3.144 -5.313
H 2.607 -5.208 -3.920
H 2.230 -5.863 -5.529
H 1.225 -6.233 -4.180
H 0.157 -4.277 -5.588
H 0.078 -2.651 -3.583
H 1.203 -3.701 -2.699
H -0.399 -4.277 -3.263
H 2.430 -3.509 -6.019

2S+1: 1
E_LUMO in eV: 0.395
Energy above the lowest of the compared OMol25 structures with the same formula, charge and spin in eV: 0.495
Net charge: 0
Kohn-Sham gap in Ha: 0.3106
SMILES: CC1(C)CCCC(C)(C)N1O.CC(C)O.CC(C)O.CC(C)O.CC(C)O.CC(C)O.CC(C)O.CC(C)O.CC(C)O.CC(C)O

---

(3)
Formula: C14H16Cl4InN3O4PS4
Source: the OMol25 dataset
Level of theory: ωB97M-V/def2-TZVPD

Geometry (Å):
In -1.067 1.394 0.318
C 1.130 -5.418 1.166
C 1.246 -5.194 -0.331
O 1.786 -3.914 -0.621
P 0.828 -2.601 -0.770
S -0.845 -3.056 -1.685
S 0.718 -1.656 0.973
O 1.836 -1.818 -1.761
C 1.933 -0.396 -1.795
C 3.378 0.008 -1.599
H 0.763 -6.431 1.363
H 0.434 -4.700 1.599
H 2.098 -5.289 1.652
H 0.271 -5.296 -0.812
H 1.931 -5.917 -0.781
H 1.318 0.041 -1.009
H 1.544 -0.054 -2.756
H 3.722 -0.326 -0.619
H 3.471 1.095 -1.654
H 4.014 -0.443 -2.364
Cl -2.922 2.547 -6.551
C -2.913 2.543 -4.824
C -4.074 2.995 -4.121
Cl -5.437 3.552 -5.027
C -4.107 2.988 -2.754
Cl -5.496 3.517 -1.882
C -2.972 2.572 -1.972
O -2.973 2.577 -0.726
C -1.765 2.114 -2.702
O -0.759 1.746 -2.064
C -1.811 2.108 -4.139
Cl -0.399 1.551 -4.956
S -2.335 -0.279 4.619
C -0.759 0.197 4.321
N -0.330 1.441 4.083
C 1.071 1.514 3.699
C 1.554 0.075 3.959
N 0.330 -0.639 4.337
H -0.951 2.220 3.907
H 1.602 2.248 4.305
H 1.170 1.804 2.650
H 2.272 0.038 4.781
H 2.003 -0.371 3.073
H 0.168 -1.550 3.933
S 0.371 4.018 0.474
C -0.302 4.179 1.994
N -0.743 4.268 3.069

2S+1: 2
E_LUMO (spin up / spin down) in eV: 3.790 / 2.781
Energy above the lowest of the compared OMol25 structures with the same formula, charge and spin in eV: 0.550
Net charge: -2
Kohn-Sham gap (spin up / spin down) in Ha: 0.2242 / 0.1877

---

(4)
Formula: C9H24AgN4OS
Source: the OMol25 dataset
Level of theory: ωB97M-V/def2-TZVPD

Geometry (Å):
Ag -12.951 -3.052 -3.448
N -15.164 -2.019 -3.695
C -15.763 -2.214 -2.363
C -16.185 -3.644 -2.106
C -15.072 -4.650 -1.862
N -14.300 -4.985 -3.075
H -15.015 -1.024 -3.883
H -15.833 -2.345 -4.383
H -16.637 -1.575 -2.234
H -15.047 -1.860 -1.594
H -16.872 -4.016 -2.865
H -16.726 -3.556 -1.152
H -15.502 -5.543 -1.407
H -14.352 -4.224 -1.164
H -14.946 -5.323 -3.798
H -13.657 -5.741 -2.904
C -12.603 -1.574 -6.788
C -12.825 -3.047 -6.739
C -13.348 -3.719 -7.947
O -12.604 -3.687 -5.741
H -11.635 -1.421 -7.303
H -12.539 -1.141 -5.793
H -13.361 -1.044 -7.346
H -12.812 -3.397 -8.835
H -14.383 -3.443 -8.113
H -13.323 -4.781 -7.853
C -8.071 -2.580 -2.334
N -9.523 -2.530 -2.517
C -10.431 -2.954 -1.615
S -11.916 -2.112 -1.407
N -10.163 -4.034 -0.862
C -9.290 -5.134 -1.235
H -7.665 -1.644 -2.697
H -7.620 -3.398 -2.896
H -7.809 -2.664 -1.280
H -9.855 -1.682 -2.979
H -10.946 -4.225 -0.259
H -8.332 -5.045 -0.745
H -9.139 -5.149 -2.307
H -9.800 -6.038 -0.921

2S+1: 1
E_LUMO in eV: -2.230
Energy above the lowest of the compared OMol25 structures with the same formula, charge and spin in eV: 0.000
Net charge: +1
Kohn-Sham gap in Ha: 0.3344

---

(5)
Formula: C32H40AsNO3P2Pt
Source: the OMol25 dataset
Level of theory: ωB97M-V/def2-TZVPD

Geometry (Å):
Pt -1.348 0.829 0.609
O -1.081 -1.159 0.557
P -0.052 -2.109 -0.122
C 0.573 -1.311 -1.633
P 1.346 0.279 -1.207
O 0.847 0.715 0.177
C 1.101 1.435 -2.515
C 1.431 2.776 -2.264
C 1.345 3.700 -3.289
C 0.943 3.296 -4.559
C 0.618 1.969 -4.812
C 0.695 1.031 -3.795
C 3.147 0.011 -1.088
C 3.826 0.187 0.082
C 5.265 0.062 0.106
C 6.003 -0.213 -1.059
C 5.326 -0.392 -2.233
C 3.902 -0.263 -2.259
C -0.869 -3.607 -0.564
C -1.684 -4.225 0.392
C -2.283 -5.438 0.090
C -2.067 -6.033 -1.147
C -1.261 -5.422 -2.097
C -0.657 -4.206 -1.810
C 1.364 -2.434 0.908
C 1.506 -1.894 2.183
C 2.608 -2.224 2.958
C 3.570 -3.095 2.456
C 3.428 -3.643 1.186
C 2.325 -3.321 0.411
H -0.265 -1.138 -2.313
H 1.269 -2.000 -2.118
H 1.748 3.091 -1.277
H 1.598 4.736 -3.105
H 0.885 4.023 -5.359
H 0.306 1.665 -5.802
H 0.447 0.000 -4.013
H 3.306 0.410 1.005
H 5.778 0.174 1.054
H 7.082 -0.279 -1.014
H 5.844 -0.611 -3.159
H 3.404 -0.356 -3.220
H -1.847 -3.778 1.364
H -2.914 -5.926 0.819
H -2.533 -6.984 -1.368
H -1.109 -5.883 -3.063
H -0.035 -3.741 -2.565
H 0.740 -1.239 2.576
H 2.711 -1.828 3.959
H 4.418 -3.371 3.070
H 4.160 -4.347 0.813
H 2.200 -3.794 -0.558
C -4.441 1.572 -0.221
N -4.230 3.004 -0.016
C -5.404 3.913 -0.061
C -3.033 3.466 0.234
C -2.771 4.915 0.456
O -2.013 2.673 0.276
H -5.473 1.400 -0.505
H -4.245 1.012 0.699
H -3.801 1.209 -1.028
H -6.295 3.316 -0.215
H -5.305 4.614 -0.887
H -5.500 4.454 0.877
H -3.413 5.551 -0.150
H -1.730 5.132 0.239
H -2.967 5.158 1.505
C -2.432 2.453 3.543
As -1.280 1.026 3.005
C 0.518 1.486 3.480
C -1.879 -0.616 3.797
H -2.346 2.528 4.630
H -3.463 2.225 3.278
H -2.105 3.383 3.084
H 0.643 1.214 4.530
H 0.640 2.560 3.353
H 1.227 0.952 2.854
H -1.249 -0.810 4.666
H -1.803 -1.434 3.085
H -2.914 -0.482 4.106

2S+1: 1
E_LUMO (spin up / spin down) in eV: -16.141 / -15.770
Energy above the lowest of the compared OMol25 structures with the same formula, charge and spin in eV: 2.286
Net charge: +4
Kohn-Sham gap (spin up / spin down) in Ha: 0.0998 / 0.1010